Model one:
57
Properties=species:S:1:pos:R:3:nbo_charge:R:1 method="wB97M-V/def2-TZVPD" homo_lumo_gap_ev=8.4 charge=0 e_lumo_ev=0.05
C -1.45061 -1.81348 -1.57745 -0.255
C -0.53451 -2.77117 -1.40949 0.003
N 0.67722 -2.59975 -0.78003 -0.879
C -2.80423 -2.06255 -2.20021 -0.486
C -3.56900 -0.78072 -2.48309 -0.155
C -4.34456 -0.18960 -1.59637 -0.408
H -1.23909 -0.78051 -1.33313 0.193
H -0.80354 -3.76958 -1.78457 0.164
H 1.07351 -3.31141 -0.18244 0.381
H 1.40114 -1.93233 -1.00671 0.420
H -3.46830 -2.56776 -1.46295 0.204
H -2.76671 -2.83230 -2.97438 0.223
H -3.04273 -0.25029 -3.29010 0.186
H -4.65981 0.85390 -1.59441 0.200
H -4.84553 -0.75252 -0.81451 0.194
H 1.75704 0.67784 3.13370 0.479
H 0.49868 1.45909 3.06210 0.506
O 0.81940 0.51795 3.05403 -1.002
H -2.02612 -4.47385 -0.17515 0.469
H -2.98104 -3.57909 0.61343 0.471
O -2.78149 -4.50544 0.44299 -0.937
H 2.26689 3.28930 0.40590 0.502
H 2.86242 3.41779 1.78158 0.482
O 2.67734 2.75966 1.11142 -1.006
H 3.76412 -0.61842 0.85398 0.469
H 3.12881 0.74322 1.03475 0.488
O 3.61425 0.06656 1.50438 -0.959
H -1.74793 2.40104 -1.99135 0.489
H -0.89099 1.41340 -1.23555 0.508
O -0.82470 2.25072 -1.70969 -0.994
H 0.33533 4.38089 -0.39966 0.494
H 0.58351 2.92041 -0.49355 0.505
O 1.05939 3.76010 -0.54303 -0.966
H 3.96791 2.68162 -1.62270 0.483
H 4.09333 2.26252 -0.07120 0.501
O 4.37273 2.09565 -0.98949 -0.995
H -2.60481 0.16467 1.48620 0.475
H -1.56789 -0.40217 2.45475 0.510
O -2.20370 0.32324 2.35598 -0.980
H 1.96958 -2.08288 3.78742 0.483
H 1.65278 -1.22441 2.52515 0.503
O 1.49082 -2.06750 2.97455 -0.968
H 0.95944 2.06157 -2.60068 0.509
H 1.28006 1.23809 -3.89674 0.486
O 1.68476 1.68757 -3.14315 -0.969
H 1.99586 0.47042 -1.88438 0.507
H 3.17488 0.15517 -1.05010 0.502
O 2.23585 -0.08594 -1.10626 -1.007
H -1.21548 -3.04295 1.85269 0.477
H -0.29061 -2.16237 2.71729 0.505
O -1.20925 -2.31203 2.46039 -0.993
H 0.01360 0.58840 1.12287 0.512
H 1.01776 0.71907 -0.14275 0.510
O 0.12765 0.87986 0.20951 -1.038
H -0.42648 2.11777 1.56901 0.476
H -1.50885 2.04845 2.67129 0.510
O -0.74811 2.56509 2.35990 -0.982

---

Model two:
57
Properties=species:S:1:pos:R:3:nbo_charge:R:1 method="wB97M-V/def2-TZVPD" homo_lumo_gap_ev=9.6 charge=0 e_lumo_ev=-0.17
C 0.65671 -2.02754 0.65182 -0.635
C 0.53691 -0.45041 0.67021 -0.413
C 1.83913 0.34221 0.65979 -0.522
C 1.94044 1.25744 1.85098 0.711
N 1.37199 2.49923 1.79482 -0.625
C 0.33211 2.88086 0.86959 -0.426
O 2.62301 0.93252 2.81542 -0.671
H -0.18588 -2.40755 1.20042 0.233
H 1.51730 -2.23781 1.27445 0.189
H 0.78959 -2.37228 -0.38212 0.220
H -0.07587 -0.21420 -0.22084 0.198
H -0.13714 -0.29124 1.52410 0.219
H 1.96990 0.94524 -0.26053 0.226
H 2.68018 -0.33640 0.59447 0.256
H 1.56810 3.10058 2.58004 0.405
H 0.35564 2.37937 -0.08591 0.229
H 0.42139 3.93285 0.58827 0.194
H -0.66546 2.79427 1.31511 0.194
H 2.91323 -1.40579 -2.03551 0.469
H 2.56045 0.08711 -2.19750 0.506
O 3.19894 -0.53709 -1.76697 -1.000
H 2.43302 3.55730 -1.25073 0.503
H 1.37245 4.01709 -2.46664 0.490
O 2.13829 3.51965 -2.17110 -0.982
H -1.15618 3.21907 -2.99364 0.481
H -1.97498 1.98404 -2.46851 0.493
O -1.10393 2.38637 -2.51857 -0.970
H -4.42397 0.33774 -1.73935 0.488
H -3.63730 1.47605 -1.22558 0.510
O -3.88517 1.06272 -2.07726 -0.994
H -1.81016 0.52922 -3.81196 0.475
H -2.35474 -0.12865 -2.66033 0.478
O -1.67779 -0.29304 -3.33754 -0.964
H 0.22879 -1.55481 3.16206 0.506
H -0.30317 -2.67415 4.10170 0.499
O -0.54622 -2.11919 3.33347 -0.979
H -4.35949 0.51243 0.99884 0.484
H -3.04705 1.02713 1.30540 0.514
O -3.69907 1.07408 0.58326 -0.990
H -3.46062 -3.38729 0.42717 0.479
H -2.32943 -2.70813 -0.19116 0.500
O -3.19275 -2.47901 0.19900 -0.962
H 2.56974 -0.67481 3.85009 0.509
H 2.86518 -2.19787 3.59086 0.479
O 2.35058 -1.56892 4.10397 -0.992
H -1.65761 -2.76508 -2.84899 0.491
H -1.41815 -1.73628 -1.77483 0.477
O -1.33664 -2.68422 -1.94347 -0.958
H 0.38295 1.07784 -2.77902 0.516
H 1.83485 1.76167 -3.10076 0.503
O 1.31148 0.95335 -3.07396 -1.001
H 2.95535 -2.87842 0.45349 0.471
H 3.92124 -1.76105 -0.10445 0.491
O 3.86371 -2.56039 0.43401 -0.961
H -1.89013 -1.16629 2.82306 0.504
H -2.71954 -1.35526 1.53917 0.496
O -2.45425 -0.67427 2.19219 -1.039

---

Unit: hartree. Relative energies: model one 0.0448; model two 0.0000.